No. 1
ORCA calculation (wB97M-V/def2-TZVPD) on a structure of composition C3H2Br2O2.

Structure (XYZ):
```
9
Properties=species:S:1:pos:R:3:forces:R:3
C 1.155 -0.277 0.496 0.74 2.46 0.63
C -1.853 -0.473 -1.317 -0.73 -0.82 1.10
C 1.533 0.873 1.042 1.21 -0.38 0.56
O 0.649 -1.121 -0.061 -0.50 -2.30 -0.90
O -2.124 0.693 -1.148 0.25 -1.17 -0.43
Br 0.726 1.046 2.744 -0.13 0.33 0.15
Br 3.371 1.434 0.847 -0.91 -0.19 -0.09
H -2.668 -1.339 -1.120 1.42 1.62 -0.62
H -0.789 -0.837 -1.483 -1.35 0.44 -0.39
```
Forces are in eV/Å.

The multiplicity is 1. For the largest force on an atom, the calculation gives 2.64 eV/A. The value obtained for the energy above the lowest of the compared OMol25 structures with the same formula, charge and spin is 257.15 kJ/mol. The HOMO energy is -0.337 hartree. Its LUMO energy is -0.5 eV. As for the charge: 0.


No. 2
ORCA calculation (wB97M-V/def2-TZVPD) on a structure of composition C24H30BCl4F5NO5S2SiW.

Structure (XYZ):
```
74
Properties=species:S:1:pos:R:3:forces:R:3
W -1.012 0.392 -2.036 0.83 -0.76 -0.39
F -3.681 2.475 -4.130 0.00 0.07 0.03
C -3.442 3.580 -3.403 0.00 -0.06 -0.06
F -3.466 4.628 -4.226 -0.01 0.01 0.00
F -4.448 3.714 -2.527 0.00 -0.01 -0.01
C -2.120 3.464 -2.691 -0.06 -0.03 0.14
C -1.125 4.372 -2.852 0.03 -0.01 -0.03
C 0.116 4.236 -2.162 0.01 0.03 0.00
C 0.347 3.131 -1.422 -0.02 -0.05 0.06
N -0.645 2.190 -1.272 -0.16 0.32 0.00
C -1.924 2.401 -1.744 -0.09 0.37 -0.03
S -3.022 1.133 -1.270 -0.35 0.21 -0.03
H -1.275 5.213 -3.515 -0.01 0.00 0.00
H 0.883 4.988 -2.270 0.00 -0.01 0.00
H 1.284 2.903 -0.933 0.01 0.02 0.00
Cl 0.188 -1.311 -8.531 0.00 0.01 -0.01
C -0.028 -1.489 -6.844 0.00 -0.01 0.01
C 0.182 -2.731 -6.234 0.01 -0.01 -0.04
Cl 0.644 -4.081 -7.177 0.00 0.01 0.01
C 0.013 -2.886 -4.856 -0.01 0.01 0.06
Cl 0.226 -4.394 -4.077 0.00 -0.01 -0.01
C -0.357 -1.780 -4.112 0.00 -0.03 -0.05
O -0.581 -1.797 -2.742 0.02 0.11 0.01
C -0.586 -0.562 -4.721 -0.07 0.08 -0.08
O -1.001 0.451 -3.903 -0.02 0.04 0.33
C -0.424 -0.387 -6.084 0.00 -0.13 0.05
Cl -0.717 1.149 -6.772 -0.01 0.05 -0.01
F 1.159 -0.374 -2.243 0.07 0.00 -0.02
B 0.601 -1.659 -1.836 -0.18 0.12 0.11
F 1.483 -2.633 -1.709 0.04 0.00 -0.02
C 3.513 -0.299 2.884 0.01 0.01 0.00
C 3.139 -0.961 1.568 0.02 -0.10 0.02
C 3.276 0.001 0.399 0.02 -0.01 -0.01
C 3.949 -2.223 1.330 0.00 0.01 0.00
O 1.752 -1.418 1.667 -0.03 0.19 -0.02
Si 0.360 -0.636 1.771 0.36 0.05 0.08
S -0.520 -1.113 -0.266 -0.24 -0.47 0.03
O 0.472 0.958 1.914 -0.13 -0.01 -0.09
C -0.263 1.908 2.754 0.04 0.01 0.07
C -1.748 1.814 2.447 0.01 0.00 -0.02
C 0.034 1.586 4.210 -0.02 0.00 0.02
C 0.282 3.276 2.380 0.02 -0.03 -0.01
O -0.708 -1.271 2.766 -0.07 -0.01 -0.12
C -1.274 -2.592 3.038 -0.01 0.01 0.05
C -0.369 -3.675 2.476 -0.01 0.00 0.01
C -2.653 -2.623 2.401 0.01 -0.01 0.00
C -1.365 -2.682 4.552 0.02 0.00 0.00
H 4.563 -0.007 2.868 0.00 -0.01 0.00
H 3.361 -0.990 3.713 -0.01 0.00 0.00
H 2.913 0.597 3.050 -0.01 0.00 0.00
H 4.314 0.325 0.314 0.00 0.01 0.01
H 2.655 0.887 0.546 -0.01 -0.01 0.01
H 3.002 -0.488 -0.535 -0.01 0.01 0.00
H 5.009 -1.980 1.253 0.00 0.01 0.00
H 3.634 -2.705 0.405 0.00 -0.01 0.00
H 3.812 -2.922 2.155 0.00 0.00 0.00
H -2.161 0.860 2.774 0.01 -0.01 -0.01
H -1.917 1.928 1.374 -0.01 0.01 -0.01
H -2.283 2.614 2.960 0.00 -0.01 0.01
H -0.290 0.574 4.454 0.00 0.01 0.01
H -0.499 2.280 4.860 0.01 0.01 -0.01
H 1.101 1.679 4.414 0.00 0.00 0.00
H -0.006 3.541 1.362 0.01 0.00 -0.03
H 1.370 3.283 2.454 0.00 0.01 0.01
H -0.116 4.035 3.053 -0.01 0.00 0.00
H -0.312 -3.620 1.386 0.01 0.01 0.00
H -0.769 -4.654 2.739 -0.01 0.00 -0.01
H 0.638 -3.591 2.884 0.00 -0.01 0.00
H -2.584 -2.537 1.316 -0.01 0.01 0.00
H -3.267 -1.808 2.785 0.00 0.00 -0.01
H -3.149 -3.565 2.635 0.00 0.00 0.00
H -0.372 -2.626 4.997 0.00 0.00 0.01
H -1.821 -3.628 4.843 0.00 0.00 0.00
H -1.975 -1.869 4.945 0.00 0.00 0.00
```
Forces are in eV/Å.

The multiplicity is 1. For the largest force on an atom, the calculation gives 1.19 eV/A. The value obtained for the energy above the lowest of the compared OMol25 structures with the same formula, charge and spin is 47.21 kJ/mol. The HOMO energy is -0.423 hartree. Its LUMO energy is -4.4 eV. As for the charge: +1.


No. 3
ORCA calculation (wB97M-V/def2-TZVPD) on a cluster of 5 separate species, C17H40BNO12PS in total.

Structure (XYZ):
```
73
Properties=species:S:1:pos:R:3:forces:R:3
N 4.640 1.647 3.009 0.07 0.06 -0.16
C 3.928 2.763 2.325 0.18 0.18 -0.18
B 2.470 3.083 2.971 -0.04 0.09 -0.05
P 1.168 1.961 2.035 0.01 -0.01 -0.24
S 0.641 2.307 0.122 0.10 0.05 0.12
H 4.187 0.775 2.757 -0.06 -0.02 0.11
H 5.588 1.579 2.650 -0.04 -0.04 -0.09
H 4.575 3.651 2.402 -0.17 -0.18 0.14
H 3.846 2.573 1.235 0.04 0.09 0.21
H 2.084 4.219 2.757 0.02 -0.07 0.02
H 2.391 2.781 4.151 -0.05 -0.01 -0.13
H 1.623 0.627 2.110 0.06 -0.18 0.07
H -0.001 1.752 2.794 -0.09 0.07 0.13
C 4.894 -2.301 2.245 0.01 0.01 0.02
C 6.143 -1.452 2.208 0.04 0.07 -0.02
O 7.323 -2.230 2.526 -0.01 0.01 0.04
C 7.816 -2.955 1.535 -0.03 -0.17 -0.07
O 7.401 -3.019 0.406 0.01 0.06 0.02
O 8.875 -3.635 1.996 0.00 0.06 0.02
C 9.512 -4.456 1.017 -0.02 0.03 0.02
H 4.793 -2.786 3.216 -0.02 -0.01 -0.01
H 4.022 -1.664 2.090 -0.01 -0.01 -0.01
H 4.913 -3.055 1.459 0.00 0.00 0.01
H 6.127 -0.681 2.974 -0.02 -0.01 0.00
H 6.285 -0.991 1.231 -0.01 0.01 0.01
H 9.792 -3.867 0.145 0.04 -0.01 0.02
H 8.848 -5.259 0.699 0.01 0.00 0.01
H 10.390 -4.858 1.514 0.02 -0.03 -0.05
C -4.724 -1.540 4.286 -0.03 0.01 0.00
C -5.082 -2.101 2.928 0.02 -0.03 -0.08
O -4.839 -1.146 1.883 0.06 0.04 -0.04
C -3.558 -1.053 1.481 -0.11 -0.07 0.19
O -2.653 -1.724 1.904 0.04 0.02 -0.06
O -3.493 -0.112 0.558 0.04 0.08 -0.05
C -2.169 0.174 0.048 0.00 -0.04 -0.06
H -5.264 -0.609 4.467 0.02 0.00 0.01
H -4.999 -2.255 5.063 0.01 0.00 0.01
H -3.653 -1.353 4.351 -0.01 0.01 0.00
H -6.147 -2.314 2.846 0.01 -0.02 0.04
H -4.513 -3.006 2.714 -0.03 -0.01 0.02
H -1.703 -0.744 -0.302 0.02 0.01 -0.02
H -1.544 0.642 0.801 -0.05 -0.01 0.06
H -2.321 0.869 -0.770 0.03 -0.01 0.00
C 1.767 2.179 -6.350 0.03 0.01 -0.02
C 2.383 0.799 -6.406 0.01 -0.08 0.03
O 3.114 0.501 -5.206 0.00 -0.02 0.05
C 2.359 0.112 -4.166 -0.08 0.13 -0.09
O 1.165 -0.049 -4.203 0.03 -0.05 0.03
O 3.148 -0.061 -3.122 0.04 0.00 0.02
C 2.471 -0.382 -1.891 0.02 -0.05 0.03
H 2.533 2.930 -6.156 -0.02 0.01 0.00
H 1.292 2.408 -7.306 -0.01 0.01 0.00
H 1.012 2.228 -5.568 0.01 0.01 0.00
H 3.130 0.721 -7.194 -0.03 0.02 -0.03
H 1.620 0.034 -6.551 0.01 0.01 -0.04
H 1.802 -1.227 -2.043 0.01 0.00 0.01
H 1.914 0.476 -1.518 -0.01 0.02 -0.01
H 3.267 -0.640 -1.198 -0.02 -0.01 0.03
C -6.891 2.224 0.553 0.01 -0.03 0.01
C -6.451 1.183 -0.449 0.05 0.04 -0.01
O -7.578 0.420 -0.947 0.04 -0.05 0.04
C -8.291 1.001 -1.894 -0.20 0.13 -0.03
O -8.099 2.081 -2.395 0.06 -0.05 0.01
O -9.307 0.187 -2.218 0.08 -0.02 0.01
C -10.155 0.692 -3.249 0.03 0.00 0.02
H -7.440 1.753 1.371 0.00 0.02 0.01
H -6.008 2.709 0.970 -0.01 0.01 0.00
H -7.517 2.983 0.086 0.00 -0.01 0.00
H -5.804 0.444 0.013 -0.02 -0.02 -0.04
H -5.939 1.638 -1.296 0.00 -0.02 0.01
H -9.575 0.942 -4.136 -0.02 -0.03 -0.01
H -10.681 1.585 -2.912 -0.01 -0.01 0.01
H -10.857 -0.110 -3.457 -0.03 0.04 -0.04
```
Forces are in eV/Å.

The multiplicity is 1. For the largest force on an atom, the calculation gives 0.31 eV/A. The HOMO energy is -0.166 hartree. Its LUMO energy is 2.3 eV. As for the charge: -1.


No. 4
ORCA calculation (wB97M-V/def2-TZVPD) on a structure of composition C9H16Cl2N2O2PRh.

Structure (XYZ):
```
33
Properties=species:S:1:pos:R:3:forces:R:3
C -2.447 1.968 2.830 -0.08 2.10 1.03
C -1.669 0.727 2.754 4.00 0.53 -1.94
H -1.992 2.678 3.555 0.01 -0.50 -0.43
H -3.464 1.829 3.169 -0.23 -0.28 -0.06
H -2.486 2.536 1.871 0.19 -0.78 0.47
O -0.454 0.594 2.586 -2.70 0.85 0.89
Cl -2.621 -0.651 2.453 -2.13 -1.32 0.33
Rh 1.013 -0.311 -0.977 -2.99 -4.00 -0.61
P -0.025 1.667 -1.611 -2.43 2.72 -1.51
C 1.173 2.928 -2.181 0.24 -0.45 0.28
C -1.062 1.255 -3.078 0.46 -0.39 0.25
H -2.196 2.048 -0.519 0.29 0.09 -0.08
H -1.599 3.523 -1.323 0.30 -0.33 -0.01
H -0.913 3.029 0.252 -0.07 -0.05 -0.20
C -1.304 2.662 -0.704 0.34 -0.42 0.70
H -1.819 0.527 -2.755 0.13 0.18 -0.20
H -1.561 2.167 -3.444 0.29 -0.31 0.08
H 0.661 3.716 -2.753 0.06 -0.34 0.18
H 1.923 2.431 -2.811 -0.10 0.28 0.05
H -0.421 0.799 -3.839 -0.32 0.16 -0.08
H 1.670 3.374 -1.308 -0.07 -0.05 -0.26
C 2.579 0.533 -0.533 7.84 3.59 3.01
O 3.537 1.050 -0.121 -3.90 -1.91 -1.74
Cl 1.641 -1.244 -3.074 -0.36 0.47 1.18
N -0.206 -2.063 1.615 1.23 -1.31 1.06
C 0.221 -3.067 2.434 0.17 0.90 -2.01
C 1.439 -3.501 1.934 1.60 -0.07 -1.19
C 1.747 -2.643 0.854 -0.46 -0.51 0.85
N 0.762 -1.750 0.704 -1.15 0.58 -0.70
H -1.146 -1.675 1.707 0.54 0.59 -0.42
H -0.337 -3.445 3.258 -0.52 -0.05 0.31
H 2.049 -4.363 2.208 -0.35 0.49 0.27
H 2.561 -2.561 0.140 0.16 -0.45 0.48
```
Forces are in eV/Å.

The multiplicity is 5. For the largest force on an atom, the calculation gives 9.13 eV/A. The HOMO energy (alpha / beta) is -0.600 / -0.599 hartree. Its LUMO energy (alpha / beta) is -6.6 / -12.3 eV. As for the charge: +2.


No. 5
ORCA calculation (wB97M-V/def2-TZVPD) on the molecule C4H11N2.

Structure (XYZ):
```
17
Properties=species:S:1:pos:R:3:forces:R:3
C -1.741 1.633 0.441 -0.60 0.39 0.06
C -1.060 0.382 0.981 0.45 -0.27 1.21
C 0.123 -0.100 0.208 -0.59 0.02 -0.16
C 0.090 -1.216 -0.522 0.48 0.26 -0.09
N 1.095 -1.745 -1.279 0.33 -0.71 -0.59
N 1.307 0.774 0.256 0.37 -0.55 0.31
H -1.311 2.000 -0.484 0.05 -0.22 -0.33
H -1.645 2.469 1.132 -0.07 -0.02 0.14
H -2.813 1.475 0.283 0.17 0.02 -0.08
H -0.760 0.599 2.020 0.23 0.01 -0.23
H -1.712 -0.480 1.159 -0.26 0.23 -0.54
H -0.828 -1.784 -0.486 -0.01 -0.12 -0.04
H 1.897 -1.207 -1.575 -0.02 0.34 0.31
H 0.925 -2.508 -1.918 -0.38 0.16 0.33
H 1.077 1.783 0.192 -0.01 0.14 -0.08
H 1.852 0.632 1.148 -0.11 0.16 0.00
H 2.028 0.576 -0.490 -0.03 0.16 -0.22
```
Forces are in eV/Å.

The multiplicity is 2. For the largest force on an atom, the calculation gives 1.32 eV/A. The value obtained for the energy above the lowest of the compared OMol25 structures with the same formula, charge and spin is 175.80 kJ/mol. The HOMO energy (alpha / beta) is -0.134 / -0.315 hartree. Its LUMO energy (alpha / beta) is 1.0 / 0.6 eV. As for the charge: 0.


No. 6
ORCA calculation (wB97M-V/def2-TZVPD) on a structure of composition C5H3INO3.

Structure (XYZ):
```
13
Properties=species:S:1:pos:R:3:forces:R:3
C 0.850 0.522 -0.077 2.06 -0.27 0.40
C 0.447 -2.882 0.113 2.38 1.17 -0.31
C -0.505 0.213 -0.066 -0.17 0.82 0.34
C 1.821 -0.470 -0.030 2.43 -2.06 -0.80
C -1.555 1.322 0.026 -2.19 -1.41 1.72
N -1.115 -0.918 -0.093 -2.07 -0.16 0.04
O 1.496 -2.089 0.025 -1.09 -0.20 0.37
O 3.027 -0.525 -0.103 -1.23 1.30 0.34
O -0.695 -2.327 0.002 -1.36 0.42 -0.01
I 1.911 2.410 -0.017 -1.08 -0.47 -0.05
H -1.492 2.170 -0.578 0.81 1.12 -1.48
H -2.512 0.761 -0.277 1.16 1.11 0.81
H -1.676 1.813 1.073 0.34 -1.37 -1.39
```
Forces are in eV/Å.

The multiplicity is 1. For the largest force on an atom, the calculation gives 3.28 eV/A. The value obtained for the energy above the lowest of the compared OMol25 structures with the same formula, charge and spin is 343.81 kJ/mol. The HOMO energy is -0.155 hartree. Its LUMO energy is 2.7 eV. As for the charge: -1.


No. 7
ORCA calculation (wB97M-V/def2-TZVPD) on a cluster of 2 separate species, C4H6FOP in total.

Structure (XYZ):
```
13
Properties=species:S:1:pos:R:3:forces:R:3
C -1.276 0.414 0.569 4.72 -1.41 -1.57
C -0.194 1.018 1.065 -0.61 0.96 0.01
C -1.033 -0.793 -0.371 -1.44 1.57 -0.20
C 0.457 -0.878 -0.765 1.16 0.62 1.46
O 2.594 2.213 -1.749 -0.32 -0.40 0.48
F 2.068 -0.202 1.423 -0.45 0.63 -1.45
P 1.302 0.599 0.143 0.40 -1.14 1.01
H -2.204 0.497 0.919 -3.77 0.72 1.41
H -0.261 1.769 1.886 0.27 -0.59 -0.90
H -1.449 -1.527 0.321 0.35 -0.95 -0.66
H -1.763 -0.661 -1.246 1.22 -0.59 0.98
H 1.105 -1.739 -0.368 -1.35 0.88 -0.72
H 0.655 -0.708 -1.826 -0.17 -0.30 0.15
```
Forces are in eV/Å.

The multiplicity is 1. For the largest force on an atom, the calculation gives 5.17 eV/A. The value obtained for the energy above the lowest of the compared OMol25 structures with the same formula, charge and spin is 628.06 kJ/mol. The HOMO energy (alpha / beta) is -0.344 / -0.342 hartree. Its LUMO energy (alpha / beta) is -1.9 / -1.6 eV. As for the charge: 0.


No. 8
ORCA calculation (wB97M-V/def2-TZVPD) on a cluster of 7 separate species, C8H24O6 in total.

Structure (XYZ):
```
38
Properties=species:S:1:pos:R:3:forces:R:3
C -2.013 -3.229 0.452 0.96 1.01 -0.79
C -1.309 -2.945 -0.651 -0.82 -1.07 1.21
C -0.244 -1.956 -0.699 0.60 -0.57 0.61
C 0.882 -2.152 -0.011 0.51 -0.08 -0.44
C 2.018 -1.184 0.018 -0.80 1.95 1.29
C 2.046 -0.113 1.231 0.29 -1.98 -3.25
C 2.717 0.953 0.849 0.66 2.16 2.74
C 1.383 -0.615 2.427 -1.50 0.96 1.89
H -1.786 -2.780 1.392 0.09 0.63 0.50
H -2.883 -3.813 0.440 -0.78 -1.26 -0.13
H -1.461 -3.601 -1.487 -0.42 0.28 -0.83
H -0.468 -1.106 -1.319 0.32 0.39 -0.11
H 0.997 -3.117 0.490 -0.06 0.34 0.08
H 1.889 -0.466 -0.785 0.26 -0.57 -0.65
H 3.031 -1.529 0.046 0.31 -0.96 -0.46
H 3.294 1.199 -0.033 -0.44 -0.77 -0.47
H 2.901 1.728 1.612 -0.26 -0.18 -0.22
H 0.469 -1.127 2.112 0.30 -0.43 0.02
H 2.021 -1.296 3.016 -0.26 0.20 -0.30
H 0.904 0.138 3.108 1.07 -0.28 -0.45
O -1.575 0.776 3.405 -0.07 0.05 -0.06
H -2.314 0.501 2.851 0.00 0.02 0.01
H -1.340 1.646 3.059 0.09 -0.03 -0.09
O -1.192 2.434 -2.401 0.75 -0.26 0.02
H -0.636 1.637 -2.630 -0.89 0.71 0.26
H -0.563 3.148 -2.550 -0.27 0.17 -0.05
O 1.696 1.824 -2.133 -0.09 0.12 0.82
H 1.542 1.038 -1.592 0.24 -0.15 -0.17
H 1.519 2.463 -1.424 0.22 0.37 -0.40
O -2.742 1.036 0.197 -0.08 -0.85 -0.86
H -2.045 0.369 0.127 0.16 0.10 0.64
H -2.966 1.068 -0.746 -0.37 0.52 0.19
O -0.286 0.114 -3.155 -0.04 -0.57 -0.28
H 0.619 -0.071 -2.886 0.07 -0.09 -0.34
H -0.263 0.225 -4.112 0.05 -0.04 0.00
O -1.061 3.019 0.900 0.68 0.56 0.33
H -0.785 2.987 -0.027 -0.50 -0.19 0.17
H -1.996 2.796 0.910 0.03 -0.24 -0.43
```
Forces are in eV/Å.

The SMILES is C=C/C=C/CC(=C)C.O.O.O.O.O.O. The multiplicity is 1. For the largest force on an atom, the calculation gives 3.82 eV/A. The value obtained for the energy above the lowest of the compared OMol25 structures with the same formula, charge and spin is 261.34 kJ/mol. The HOMO energy is -0.347 hartree. Its LUMO energy is 0.2 eV. As for the charge: 0.